# 1
C4H10N5 | wB97M-V/def2-TZVPD

ΔE to the lowest compared entry with this formula, charge and spin ... 4.183 eV
Net charge ... +1
HOMO-LUMO gap ... 9.1 eV
Structure (SMILES) ... NCCn1[nH]cnc1=[NH2+]
Molecular weight ... 128.16 g mol⁻¹
E_tot ... -11751.794 eV

Geometry (Å):
N  -1.15795  -1.69714  2.36117
C  -1.31982  -1.19800  0.94439
C  0.14248  -0.80384  0.40899
N  0.24381  0.54262  -0.21632
N  -0.08909  1.76532  0.27165
C  0.26233  2.70481  -0.75017
N  0.83566  2.12080  -1.91968
C  0.81061  0.71566  -1.53162
N  1.30451  -0.24474  -2.36255
H  -0.57908  -2.55609  2.30182
H  -0.59297  -1.02845  2.90757
H  -2.05914  -0.33915  0.98726
H  -1.78985  -2.07064  0.37321
H  0.86468  -0.81409  1.30100
H  0.52342  -1.61835  -0.29770
H  -0.48796  1.93738  1.20837
H  0.12368  3.82538  -0.69765
H  2.21047  -0.67241  -2.12055
H  0.75419  -0.56905  -3.16919


# 2
C4H10NO | wB97M-V/def2-TZVPD

ΔE to the lowest compared entry with this formula, charge and spin ... 0.949 eV
Net charge ... -1
HOMO-LUMO gap ... 6.7 eV
Structure (SMILES) ... C[C@@H](N)CC[O-]
Molecular weight ... 88.13 g mol⁻¹
E_tot ... -7846.587 eV

Geometry (Å):
C  1.20075  0.82314  0.44622
C  0.19291  0.34841  -0.63522
N  0.85358  0.01773  -1.89058
C  -0.71706  -0.82494  -0.18515
C  -1.43967  -0.43884  1.15152
O  -0.71166  -0.71375  2.27229
H  1.65096  1.84825  0.19693
H  1.92166  0.02795  0.82478
H  0.44087  0.98818  1.24454
H  -0.50513  1.21848  -0.82631
H  1.74373  0.57698  -2.09627
H  1.06521  -0.94287  -1.73732
H  -0.11851  -1.74607  0.11426
H  -1.51000  -1.02540  -0.96076
H  -2.51800  -0.85198  1.15998
H  -1.54965  0.69474  0.92109


# 3
C4H10NO | wB97M-V/def2-TZVPD

ΔE to the lowest compared entry with this formula, charge and spin ... 5.769 eV
Net charge ... -1
HOMO-LUMO gap ... 3.8 eV
Molecular weight ... 88.13 g mol⁻¹
E_tot ... -7841.768 eV

Geometry (Å):
C  -1.79551  -4.17691  0.88214
O  -1.86314  -5.36282  0.30392
C  -1.37418  -3.05429  -0.13539
C  2.64701  3.44417  0.07566
C  1.38453  3.93599  -0.15057
N  0.37447  3.46242  -1.23505
H  -2.80561  -3.83762  1.29784
H  -1.09219  -3.92950  1.76649
H  2.77505  2.37695  0.22562
H  -1.41201  -2.11823  0.48471
H  -2.15541  -2.85130  -0.86841
H  3.37769  4.16255  0.42502
H  0.67918  4.52895  0.45321
H  0.99821  2.76850  -0.71173
H  0.69576  3.79340  -2.14100
H  -0.43383  -3.14226  -0.67247


# 4
C4H10NO | wB97M-V/def2-TZVPD

ΔE to the lowest compared entry with this formula, charge and spin ... 3.225 eV
Net charge ... -1
HOMO-LUMO gap ... 5.5 eV
Molecular weight ... 88.13 g mol⁻¹
E_tot ... -7844.311 eV

Geometry (Å):
C  0.54187  -0.34233  1.03513
N  2.15379  0.41477  3.09206
C  0.75210  0.30192  2.48035
C  -1.76454  -0.52395  -2.64192
C  -1.67035  0.41100  -3.65813
O  -2.49273  1.05622  -4.35022
H  0.61669  -1.43054  0.98820
H  -0.35669  0.02334  0.52281
H  1.37271  0.04490  0.44075
H  1.72444  -0.54805  2.62079
H  0.30627  1.29493  2.38749
H  0.00848  -0.20199  3.10150
H  -0.83754  -0.70426  -2.10700
H  -2.65065  -1.11031  -2.44482
H  -0.57166  0.66595  -3.87329
H  2.86780  0.64838  2.40628


# 5
C4H10NO | wB97M-V/def2-TZVPD

ΔE to the lowest compared entry with this formula, charge and spin ... 0.505 eV
Net charge ... -2
HOMO-LUMO gap (alpha / beta) ... 3.0 / 6.7 eV
Molecular weight ... 88.13 g mol⁻¹
<S²> ... 0.75
Spin multiplicity ... 2
E_tot ... -7842.472 eV

Geometry (Å):
C  0.03958  -1.76077  -1.20373
N  0.10280  -0.30882  -1.30605
C  0.94045  0.32212  -0.29330
C  0.29759  0.54708  1.09092
C  -1.04615  1.31679  1.06439
O  -1.34768  1.96709  2.20771
H  -0.32913  -2.17582  -2.15464
H  -0.54057  -2.18557  -0.37047
H  1.03227  -2.22243  -1.08757
H  -0.79452  0.05172  -1.30280
H  1.21190  1.31426  -0.60531
H  1.84441  -0.28660  -0.26750
H  0.33572  -0.35016  1.71369
H  1.01522  1.19118  1.62635
H  -0.92086  1.97402  0.14778
H  -1.84102  0.60592  0.74053


# 6
C4H10NO | wB97M-V/def2-TZVPD

ΔE to the lowest compared entry with this formula, charge and spin ... 3.862 eV
Net charge ... +1
HOMO-LUMO gap ... 10.1 eV
Structure (SMILES) ... C/C=[N+](/C)OC
Molecular weight ... 88.13 g mol⁻¹
E_tot ... -7837.456 eV

Geometry (Å):
C  2.14576  -0.72784  0.11955
C  1.39394  0.51743  -0.09930
N  0.01537  0.56707  -0.33279
C  -0.99824  1.57101  -0.17486
O  -0.49272  -0.68780  -0.63023
C  -1.67474  -1.10243  0.14974
H  2.87494  -0.92831  -0.61080
H  1.60655  -1.63270  0.12227
H  2.64346  -0.60423  1.05543
H  1.97467  1.34145  -0.19976
H  -1.62981  1.42430  -1.11300
H  -0.46671  2.62788  -0.17728
H  -1.62265  1.48620  0.76614
H  -1.92803  -2.16573  -0.19308
H  -2.46736  -0.41687  0.02244
H  -1.37445  -1.26944  1.29554


# 7
C4H10NO | wB97M-V/def2-TZVPD

ΔE to the lowest compared entry with this formula, charge and spin ... 1.786 eV
Net charge ... +1
HOMO-LUMO gap ... 9.7 eV
Molecular weight ... 88.13 g mol⁻¹
E_tot ... -7839.531 eV

Geometry (Å):
C  -1.72397  1.09369  0.08904
C  -0.80376  -0.03055  0.44404
C  -0.00749  -0.21815  1.46617
C  0.06016  -1.32462  -1.36107
N  -0.90705  -1.12543  -0.56459
H  -2.24995  1.47818  0.96711
H  -1.24942  2.00241  -0.28667
H  -2.46736  0.81198  -0.65219
H  0.77126  -0.93017  1.69578
H  0.03754  0.57508  2.20401
H  0.02671  -2.17756  -2.03481
H  0.93747  -0.69046  -1.33312
H  -1.79926  -1.61422  -0.55283
H  3.42355  1.45345  -0.00193
H  3.11757  -0.04195  0.17021
O  2.83399  0.73832  -0.24915


# 8
C4H10NO | wB97M-V/def2-TZVPD

ΔE to the lowest compared entry with this formula, charge and spin ... 7.094 eV
Net charge ... +1
HOMO-LUMO gap ... 4.0 eV
Molecular weight ... 88.13 g mol⁻¹
E_tot ... -7834.223 eV

Geometry (Å):
O  1.52317  0.63110  0.52399
C  0.41491  -0.07046  0.65049
C  -0.53020  -0.93672  -0.08167
C  -1.98165  -0.59554  0.21684
C  -2.61572  0.61999  -0.48090
N  4.14342  0.06082  0.10151
H  -0.06022  0.23153  1.60847
H  -0.32156  -1.24386  -1.15370
H  -2.48230  -0.69527  1.14066
H  -2.71700  -1.40305  -0.30816
H  -3.67468  0.92218  -0.34666
H  -1.96576  1.42796  -0.13683
H  -2.42194  0.49843  -1.55875
H  4.55125  -0.55851  -0.58832
H  4.79496  0.60006  0.57240
H  3.34333  0.51133  -0.15935


# 9
C4H10NO | wB97M-V/def2-TZVPD

ΔE to the lowest compared entry with this formula, charge and spin ... 1.025 eV
Net charge ... +1
HOMO-LUMO gap ... 9.5 eV
Molecular weight ... 88.13 g mol⁻¹
E_tot ... -7840.292 eV

Geometry (Å):
C  -1.05048  1.59917  -0.05135
C  0.31580  1.01138  0.12336
C  1.45020  1.65757  0.29955
C  1.12011  -1.15936  0.82369
N  0.29967  -0.43902  0.18956
H  -0.97660  2.67704  -0.18199
H  -1.56446  1.16588  -0.91900
H  -1.68295  1.42644  0.81785
H  2.43656  1.21634  0.40180
H  1.48155  2.73182  0.29915
H  1.04689  -2.23495  0.76913
H  1.88658  -0.74263  1.45217
H  -0.45651  -0.86628  -0.36451
H  -0.83356  -3.18935  -1.19560
H  -2.12026  -2.43872  -1.52460
O  -1.35255  -2.41533  -0.93920


# 10
C4H10NO | wB97M-V/def2-TZVPD

ΔE to the lowest compared entry with this formula, charge and spin ... 1.649 eV
Net charge ... +1
HOMO-LUMO gap (alpha / beta) ... 3.8 / 6.7 eV
Molecular weight ... 88.13 g mol⁻¹
<S²> ... 2.01
Spin multiplicity ... 3
E_tot ... -7834.596 eV

Geometry (Å):
C  0.70045  -0.14303  -2.29904
C  -0.08952  0.11271  1.88837
C  -1.84497  -1.29623  1.05660
C  1.58114  0.27968  -1.35154
N  -1.00948  -0.34138  0.87609
O  1.91805  1.52800  -0.99643
H  0.53316  -1.16611  -2.63763
H  -0.65922  0.68635  2.57831
H  0.64484  0.61977  1.31114
H  0.50546  -0.67720  2.36312
H  -1.72824  -2.03174  1.90060
H  -0.93568  0.16415  0.07477
H  -2.71158  -1.35843  0.47473
H  0.33167  0.73878  -2.88534
H  2.16433  -0.39096  -0.76148
H  1.51728  2.11505  -1.78182


# 11
C4H10NO2 | wB97M-V/def2-TZVPD

ΔE to the lowest compared entry with this formula, charge and spin ... 2.938 eV
Net charge ... -1
HOMO-LUMO gap ... 6.6 eV
Structure (SMILES) ... C[C@H](CO)NC[O-]
Molecular weight ... 104.13 g mol⁻¹
E_tot ... -9894.508 eV

Geometry (Å):
C  -0.41938  0.76822  -1.37347
C  -0.66250  -0.23992  -0.25738
C  -0.57951  0.46631  1.10393
O  -1.81188  1.13106  1.45642
N  0.27173  -1.37738  -0.26084
C  1.67611  -1.10468  0.43411
O  2.17781  0.07516  0.29203
H  0.47615  1.33544  -1.18819
H  -0.27401  0.27646  -2.33066
H  -1.25391  1.46868  -1.46385
H  -1.69311  -0.61663  -0.31862
H  0.23265  1.17107  1.10458
H  -0.45766  -0.26929  1.89279
H  -2.03543  1.69248  0.70458
H  0.67563  -1.38976  -1.20001
H  2.20182  -1.94162  -0.07606
H  1.47548  -1.44559  1.48064


# 12
C4H10NO2 | wB97M-V/def2-TZVPD

ΔE to the lowest compared entry with this formula, charge and spin ... 2.974 eV
Net charge ... -1
HOMO-LUMO gap ... 6.8 eV
Structure (SMILES) ... C[C@H](O)CNC[O-]
Molecular weight ... 104.13 g mol⁻¹
E_tot ... -9894.471 eV

Geometry (Å):
C  -0.96985  -1.08935  -2.15464
C  -0.72750  -0.28359  -0.88683
O  -0.45297  1.03224  -1.32393
C  0.31206  -0.99391  -0.02002
N  0.32490  -0.74384  1.41525
C  0.64309  0.61076  1.98736
O  0.88719  1.58692  1.16076
H  -1.52236  -1.92053  -1.91255
H  -1.53050  -0.47769  -2.88850
H  -0.01649  -1.44611  -2.60519
H  -1.61818  -0.15873  -0.26694
H  0.07302  1.49137  -0.55541
H  1.32370  -1.04677  -0.35883
H  -0.06156  -2.02793  -0.08284
H  1.00192  -1.28732  1.87097
H  1.49681  0.39034  2.66578
H  -0.14555  0.79860  2.72256


# 13
C4H10NO2 | wB97M-V/def2-TZVPD

ΔE to the lowest compared entry with this formula, charge and spin ... 2.629 eV
Net charge ... -1
HOMO-LUMO gap ... 7.2 eV
Molecular weight ... 104.13 g mol⁻¹
E_tot ... -9894.817 eV

Geometry (Å):
N  -0.66671  -1.79408  0.71455
C  -1.46608  -0.60341  1.48642
O  -2.41893  -0.11683  0.75635
H  -1.41901  -2.18887  0.14632
H  -0.52881  -2.51297  1.41952
H  -1.78748  -1.04598  2.46834
H  -0.60827  0.08192  1.67278
C  1.86349  1.88130  -0.45847
C  1.21424  0.72901  -0.71795
O  1.54593  -0.39341  -0.05206
C  0.08133  0.68064  -1.70358
H  1.58843  2.79981  -0.95803
H  2.59555  1.92926  0.33736
H  0.70343  -0.98578  0.08218
H  0.14298  1.48768  -2.43206
H  0.01010  -0.30074  -2.17536
H  -0.85286  0.82752  -1.14118


# 14
C4H10NO2 | wB97M-V/def2-TZVPD

ΔE to the lowest compared entry with this formula, charge and spin ... 2.879 eV
Net charge ... +1
HOMO-LUMO gap ... 10.3 eV
Structure (SMILES) ... [NH3+][C@H](C=O)CCO
Molecular weight ... 104.13 g mol⁻¹
E_tot ... -9886.709 eV

Geometry (Å):
N  0.38441  0.20749  -2.19844
C  -0.18478  -0.20829  -0.79854
C  -1.03103  0.96712  -0.32016
O  -0.47962  1.92298  0.15892
C  1.04239  -0.48591  0.11032
C  0.74605  -1.05765  1.49268
O  -0.64480  -1.20096  1.65298
H  1.24352  -0.25926  -2.50123
H  -0.42341  0.09081  -2.80591
H  0.68535  1.17544  -2.06940
H  -0.85113  -1.06534  -0.63666
H  -2.12878  1.04861  -0.47349
H  1.51029  0.52674  0.24272
H  1.83017  -0.90123  -0.55416
H  1.05820  -0.35157  2.29977
H  1.35203  -1.94305  1.71898
H  -0.96147  -0.68095  2.40013